Model one:
C5H6O2S2 | ωB97M-V with the def2-TZVPD basis set

The calculation puts the HOMO energy (alpha / beta) at -7.74 / -7.94 eV. The value obtained for the frontier orbital gap (alpha / beta) is 7.19 / 7.48 eV.

Atoms and positions in Å:
C 0.3238 -1.8646 0.4537
C -1.3772 0.4103 -0.1381
C 0.0716 -0.7492 1.3369
C -0.2143 1.1323 -0.7900
C 1.0906 0.2662 -0.6268
O 1.2450 -2.6616 0.6689
O -1.1399 -0.0216 1.1718
S 0.4054 2.5296 0.2497
S 2.1852 1.5062 -0.0052
H -0.4764 -1.9843 -0.3160
H -2.2460 1.0454 -0.1029
H -1.7319 -0.3730 -0.7762
H 0.6834 -0.3144 2.1323
H -0.1679 1.5149 -1.7983
H 1.3487 -0.4363 -1.4597

=====

Model two:
C5H6O2S2 | ωB97M-V with the def2-TZVPD basis set

The calculation puts the HOMO energy at -8.86 eV. The value obtained for the frontier orbital gap is 9.49 eV.

Atoms and positions in Å:
C -0.3221 1.8731 0.1599
C -0.0936 1.5662 -1.1242
C -0.1645 0.8905 1.3411
C 0.4015 -0.4647 0.7551
C 0.4344 -0.6370 -0.7263
O -0.9171 -2.9263 -0.0914
O 0.2806 0.3467 -1.6137
S 1.4531 -2.0230 -1.4838
S -1.0708 -1.4489 0.1000
H -0.9368 2.7130 0.3296
H -0.2016 2.1890 -2.0775
H 0.3175 1.3354 2.1526
H -1.1803 0.5530 1.6060
H 1.1649 -1.0467 1.3459
H 0.8349 -2.9204 -0.6734

=====

Which of them is least stable? Easy: model one.

=====

Model one:
C5H11NOS | ωB97M-V with the def2-TZVPD basis set

The SMILES is CC(=O)N[C@H](C)CS. The calculation puts the HOMO energy at -8.99 eV. The value obtained for the frontier orbital gap is 9.73 eV.

Atoms and positions in Å:
O 0.6331 2.0277 -0.7068
C 0.6341 0.9387 -1.2390
N 0.5021 -0.2322 -0.5288
C 0.1397 -0.1857 0.8870
C -1.3954 -0.0906 1.0241
S -1.9485 0.8805 2.4522
C 0.6871 -1.4488 1.5428
C 0.9420 0.7480 -2.7048
H 0.1648 -1.0310 -1.0503
H 0.5820 0.7060 1.3149
H -1.8130 0.3702 0.1373
H -1.8117 -1.0889 1.1120
H -2.8887 1.6282 1.8687
H 1.6869 -1.6482 1.1695
H 0.0452 -2.2958 1.2914
H 0.6357 -1.3861 2.6309
H 2.0246 0.5796 -2.7766
H 0.7126 1.6486 -3.2666
H 0.4675 -0.1201 -3.1577

=====

Model two:
C5H11NOS | ωB97M-V with the def2-TZVPD basis set

The SMILES is CC(C)=O.C=NSC. The calculation puts the HOMO energy at -8.83 eV. The value obtained for the frontier orbital gap is 9.63 eV.

Atoms and positions in Å:
C 3.2866 0.7351 1.5958
C -2.3251 -0.3001 -0.3577
C -1.8352 -0.3017 -1.7068
C -2.6966 1.0661 0.2684
C 1.8268 -1.3192 0.0097
N 2.8342 1.2066 0.5496
O -2.2040 -1.2179 0.3812
S 2.1181 0.3783 -0.7137
H 3.2933 -0.2373 1.9329
H 3.8006 1.4854 2.1643
H -1.8394 -1.3361 -2.1174
H -0.7522 0.0757 -1.6564
H -2.5214 0.3318 -2.2615
H -3.5409 1.5572 -0.0797
H -1.8391 1.8122 0.3216
H -3.0703 0.8121 1.2204
H 1.6344 -2.0035 -0.7857
H 0.9715 -1.1310 0.6569
H 2.8587 -1.6135 0.5781

=====

Model three:
C5H11NOS | ωB97M-V with the def2-TZVPD basis set

The calculation puts the HOMO energy at -9.14 eV. The value obtained for the frontier orbital gap is 7.51 eV.

Atoms and positions in Å:
C 0.1832 1.6684 -0.0085
N -0.4642 0.4327 -0.1418
C 0.2672 -0.7271 0.3848
C -0.5903 -2.0831 0.3893
S 0.4478 -3.3239 1.0275
C 1.6634 -0.9290 -0.3023
O 2.5727 -0.1238 -0.2170
C -0.7006 2.7055 -0.5523
H 0.4042 1.8224 1.0592
H 1.2010 1.8389 -0.5281
H -1.3084 0.5328 0.3557
H 0.5639 -0.5390 1.4757
H -1.4486 -1.9495 1.0950
H -1.1069 -2.2180 -0.6039
H -0.6718 -4.1967 -0.3933
H 1.6885 -1.7803 -1.0085
H -0.3314 3.6077 -0.0552
H -1.7893 2.4853 -0.3128
H -0.5803 2.7770 -1.6636

=====

Model four:
C5H11NOS | ωB97M-V with the def2-TZVPD basis set

The calculation puts the HOMO energy at -7.12 eV. The value obtained for the frontier orbital gap is 5.81 eV.

Atoms and positions in Å:
O -1.6311 0.7120 2.2517
C -0.5472 -0.1371 2.3182
N 0.3605 -0.7916 1.4018
C 0.3718 -0.2845 -0.0118
C -0.3800 1.0515 -0.3253
C -1.3117 -0.0619 -0.2086
S 0.1999 -0.7213 -3.0835
C 1.9444 0.1272 -0.3662
H -0.2374 -0.2678 3.3149
H -0.8210 -1.1598 1.7103
H 0.2719 -1.1746 -0.7065
H -0.2041 1.4016 -1.3011
H -0.2465 1.7500 0.4266
H -1.9480 -0.3687 0.5764
H -1.5986 -0.4993 -1.1330
H -0.7840 0.1122 -3.4911
H 2.2265 1.1076 -0.1356
H 1.8407 -0.0637 -1.3657
H 2.4939 -0.7320 0.1284

=====

Which of them is least stable? Easy: model four.

=====

Model one:
C5H11NOS | ωB97M-V with the def2-TZVPD basis set

The SMILES is CN1C[C@@H](S)[C@@H](O)C1. The calculation puts the HOMO energy at -8.39 eV. The value obtained for the frontier orbital gap is 9.06 eV.

Atoms and positions in Å:
C -2.2927 -0.7924 -0.2242
C -0.7483 1.0153 0.3254
C 0.7666 1.1597 0.2862
C 1.1893 -0.3234 0.3523
C 0.1481 -1.0413 -0.5101
H -2.3656 -1.2155 0.7812
H -2.4745 -1.5632 -0.9579
H -3.0883 -0.0628 -0.3056
H -1.2253 1.9160 -0.0794
H -1.0886 0.8472 1.3653
H 1.1531 1.7267 1.1443
H 2.0442 1.5460 -1.1194
H 1.0921 -0.6491 1.4037
H 3.5235 -0.2687 0.8830
H 0.5003 -1.1797 -1.5591
H -0.1091 -2.0375 -0.1208
N -1.0235 -0.1513 -0.5076
O 1.1221 1.7561 -0.9480
S 2.8766 -0.6821 -0.2091

=====

Model two:
C5H11NOS | ωB97M-V with the def2-TZVPD basis set

The SMILES is C[C@@H](CCS)NC=O. The calculation puts the HOMO energy at -9.29 eV. The value obtained for the frontier orbital gap is 10.07 eV.

Atoms and positions in Å:
O 2.2669 1.7413 -2.4978
C 1.6057 1.0574 -1.7673
N 1.5113 1.2418 -0.4096
C 0.7230 0.2898 0.3732
C -0.8237 0.4393 0.2919
C -1.5608 -0.7563 -0.2605
S -2.2400 -1.9298 0.9808
C 1.2732 0.1988 1.7882
H 1.0052 0.1999 -2.0983
H 1.7679 2.1021 0.0541
H 0.9270 -0.6918 -0.0718
H -1.1876 0.8344 1.2405
H -0.9990 1.2705 -0.4060
H -0.8849 -1.4279 -0.7821
H -2.4132 -0.4355 -0.8488
H -2.6468 -1.1327 1.9695
H 1.4521 1.1851 2.2095
H 0.6938 -0.5564 2.3162
H 2.2421 -0.3212 1.7858

=====

Model three:
C5H11NOS | ωB97M-V with the def2-TZVPD basis set

The SMILES is COCS[C@@H]1C[C@@H]1N. The calculation puts the HOMO energy at -8.67 eV. The value obtained for the frontier orbital gap is 9.53 eV.

Atoms and positions in Å:
C -2.6502 -0.1747 1.8010
C -1.4940 0.5995 -0.1508
C 1.1714 0.8221 -0.5007
C 2.5405 0.3397 -0.8123
C 1.7993 -0.1288 0.4434
H -3.3708 0.5351 1.3089
H -2.3302 0.1627 2.8721
H -3.1701 -1.1691 2.0902
H -1.2172 1.5169 0.3032
H -2.4103 0.5247 -0.6760
H 1.1080 1.7970 -0.1598
H 2.7723 -0.3291 -1.6196
H 3.3693 0.9891 -0.6788
H 2.2278 0.2617 1.4263
H 1.6853 -2.1513 0.0614
H 0.2961 -1.4056 0.6029
N 1.2767 -1.4485 0.6521
O -1.5201 -0.3592 0.8817
S -0.2461 0.2209 -1.3645

=====

Which of them is least stable? Easy: model three.

=====

Model one:
C5H8O3 | ωB97M-V with the def2-TZVPD basis set

The SMILES is C=C(C(C)=O)C(O)O. The calculation puts the HOMO energy at -9.44 eV. The value obtained for the frontier orbital gap is 9.73 eV.

Atoms and positions in Å:
C -1.3740 0.5472 -0.0964
C 2.1921 0.2322 0.0969
C 0.8705 0.1633 -0.6106
C -0.2831 -0.4776 0.1058
C -0.2952 -1.4632 0.9864
O -1.7717 0.6251 -1.3912
O -2.3971 0.5230 0.7979
O 0.7561 0.3805 -1.8300
H -3.2214 0.4764 0.2941
H -0.9033 0.5616 -1.9358
H -0.4994 1.4903 0.0705
H 2.0786 0.7487 1.0475
H 2.9243 0.7441 -0.5229
H 2.5435 -0.7785 0.3024
H 0.5744 -2.0823 1.1477
H -1.1943 -1.6907 1.5378

=====

Model two:
C5H8O3 | ωB97M-V with the def2-TZVPD basis set

The calculation puts the HOMO energy at -8.53 eV. The value obtained for the frontier orbital gap is 8.79 eV.

Atoms and positions in Å:
C 0.3228 -0.3906 0.1543
C 0.8195 -0.9115 -1.1649
C 1.2407 0.5187 0.9313
C -1.6027 0.1423 0.0353
C -0.9449 1.2179 -0.6403
O -1.8855 0.4535 1.3579
O -2.2397 -0.6923 -0.6223
O -0.3341 1.9074 -1.3322
H -2.6298 -0.1198 1.5909
H -0.0878 -1.1819 0.7785
H 0.0260 -1.4498 -1.6869
H 1.6488 -1.6083 -1.0039
H 1.1946 -0.1077 -1.8039
H 1.6157 1.3410 0.3167
H 2.1138 -0.0456 1.2769
H 0.7426 0.9268 1.8127

=====

Which of them is least stable? Easy: model two.

=====

Model one:
CH8N5O | ωB97M-V with the def2-TZVPD basis set

The total charge is +1. The calculation puts the HOMO energy (alpha / beta) at -14.71 / -14.71 eV. The value obtained for the frontier orbital gap (alpha / beta) is 8.41 / 8.46 eV.

Atoms and positions in Å:
C -1.4250 0.0478 -0.2240
N -0.5711 -0.6300 0.4001
N -2.6355 0.4260 0.2720
N 1.3049 -1.9096 -0.2989
N 1.2217 1.9842 0.1582
N 0.7064 -0.6271 -0.1899
O 1.5848 0.0815 0.5363
H -1.0857 0.5392 -1.1205
H -3.4050 0.5663 -0.4101
H -2.9199 -0.1746 1.0386
H 1.0161 -2.6384 0.3689
H 2.2878 -1.7460 -0.2199
H 1.2877 2.2969 1.0991
H 2.1167 2.0578 -0.2061
H 0.5161 -0.2737 -1.2037

=====

Model two:
CH8N5O | ωB97M-V with the def2-TZVPD basis set

The total charge is +1. The calculation puts the HOMO energy at -12.65 eV. The value obtained for the frontier orbital gap is 9.60 eV.

Atoms and positions in Å:
C -1.6060 0.1106 -0.3916
N -2.7848 0.6865 -0.3375
N -1.2469 -0.9638 0.2227
N 1.2685 -1.5360 -0.1383
N 1.8714 0.6283 -0.1966
N 2.1461 -0.6023 -0.1522
O 3.0497 1.3487 -0.1707
H -3.5368 0.3099 0.2290
H -1.8892 -1.4652 0.8255
H -0.2184 -1.2974 0.1001
H 1.6799 -2.4612 -0.1272
H -0.8460 0.5926 -1.0039
H -2.9802 1.5279 -0.8620
H 3.1633 -0.8334 -0.1255
H 2.8130 2.2846 -0.2159

=====

Model three:
CH8N5O | ωB97M-V with the def2-TZVPD basis set

The total charge is +1. The calculation puts the HOMO energy (alpha / beta) at -13.46 / -13.46 eV. The value obtained for the frontier orbital gap (alpha / beta) is 8.77 / 8.77 eV.

Atoms and positions in Å:
C 1.8642 -0.3264 0.1804
N 3.1576 -0.5196 0.1196
N -2.2241 -0.6470 0.6814
N 1.0668 -1.2953 -0.1642
N -0.9176 -0.4201 0.6140
N -0.1989 -1.2459 0.0322
O 1.4317 0.8726 0.6570
H 3.7260 -1.3753 -0.2984
H 3.6430 0.3047 0.4417
H -2.7836 -1.2466 0.1532
H -2.6896 0.1054 1.2119
H -0.3418 1.9980 -1.3291
H -0.6712 1.4356 -1.0276
H 0.4276 1.0345 0.7891
H -0.7403 -1.8748 -0.5670

=====

Which of them is least stable? Easy: model one.

=====

Model one:
C13H16N2O6 | ωB97M-V with the def2-TZVPD basis set

The SMILES is N[C@@H](Cc1ccc(O)cc1)C(=O)N[C@@H](CC(=O)O)C(=O)O. The calculation puts the HOMO energy at -8.26 eV. The value obtained for the frontier orbital gap is 8.69 eV.

Atoms and positions in Å:
C -0.4387 0.2235 0.4952
C -1.1168 0.0653 1.9587
C 0.0990 1.6874 0.3173
C 0.4536 2.1938 -1.0182
C 1.8060 2.1711 -1.4730
C -0.4639 2.9014 -1.7869
C 2.2086 2.7034 -2.6411
C -0.1547 3.1969 -3.0686
C 1.1198 3.1452 -3.5302
C -0.9089 -2.3838 1.6126
C -2.0718 -3.1280 0.9483
C 0.1007 -3.1897 2.3686
C 1.5739 -3.0167 1.9146
H -1.2098 0.0533 -1.5020
H -2.3225 0.0838 -0.4479
H 0.4274 -0.3734 0.4245
H 0.8753 1.8072 1.0550
H -0.7524 2.4058 0.5948
H 2.5294 1.5757 -0.8869
H -1.3732 3.0917 -1.3106
H 3.3072 2.6526 -2.8993
H -0.8063 3.8647 -3.7193
H 2.3815 3.7561 -4.8196
H -1.7322 -1.2427 3.2300
H -0.4349 -2.0625 0.5096
H 0.2033 -2.9242 3.4590
H -0.2134 -4.2857 2.5461
H 3.2821 -3.8156 2.2396
H -2.6746 -1.5481 0.6687
N -1.3888 -0.2020 -0.5131
N -1.3623 -1.2130 2.3103
O -1.6564 1.0354 2.6057
O 1.4031 3.5096 -4.7493
O -2.1550 -4.3483 1.0939
O 1.9680 -2.3289 1.0209
O 2.4285 -3.6708 2.7270
O -2.9308 -2.3904 0.2654

=====

Model two:
C13H16N2O6 | ωB97M-V with the def2-TZVPD basis set

The SMILES is COCC(=O)OCC(=O)Nc1cc(C)c(C)cc1[N+](=O)[O-]. The calculation puts the HOMO energy at -9.00 eV. The value obtained for the frontier orbital gap is 8.15 eV.

Atoms and positions in Å:
C -2.1855 -0.7466 3.0679
H -1.6088 -1.1445 2.2290
H -1.5538 -0.0979 3.6708
O -3.2697 0.0495 2.6388
C -4.1820 -0.6250 1.8243
C -3.8325 -0.6784 0.3411
O -4.4063 -1.3781 -0.4498
O -2.8591 0.1776 0.0127
C -2.5983 0.3444 -1.3758
H -3.2610 1.1151 -1.7832
C -1.1544 0.7650 -1.6300
O -0.8675 1.5106 -2.5363
N -0.2851 0.1776 -0.7649
C 1.0864 0.3226 -0.6793
C 1.7775 1.2349 -1.4775
C 3.1469 1.4099 -1.3942
C 3.8928 0.6529 -0.4723
C 3.2256 -0.2512 0.3222
C 1.8414 -0.4389 0.2395
N 1.2811 -1.4126 1.1070
O 2.0003 -1.9444 1.9265
O 0.0862 -1.6887 1.0023
H 3.7666 -0.8523 1.0380
C 5.3739 0.8212 -0.3570
H 5.8592 0.5972 -1.3059
H 5.6221 1.8484 -0.0933
H 5.7774 0.1599 0.4043
C 3.8230 2.4012 -2.2813
H 4.5753 1.9088 -2.8961
H 4.3318 3.1581 -1.6857
H 3.1048 2.8912 -2.9318
H 1.2103 1.8178 -2.1841
H -0.6778 -0.4773 -0.0851
H -2.8045 -0.5971 -1.9039
H -4.3644 -1.6532 2.1685
H -5.1282 -0.0734 1.8893
H -2.5366 -1.5844 3.6818

=====

Which of them is least stable? Easy: model two.